Record 1
Molecular formula: C2H6N2P
Method: DFT, ωB97M-V/def2-TZVPD

Each line ends with the Löwdin spin population.
Element x y z (Å)
C1 -1.2446 0.0547 0.0118  0.22
C2 1.1657 -1.0613 -0.0757  0.60
N1 -0.2706 -1.0641 0.0322  0.14
N2 -0.8530 1.3006 -0.1775  0.18
P1 2.4072 0.0024 -0.0285  0.77
H1 -2.3516 -0.0942 0.5419  0.01
H2 1.4291 -2.0809 -0.1860  0.02
H3 0.2222 1.4823 -0.5720  0.01
H4 -0.7653 -1.9019 0.3415  0.00
H5 -1.5207 2.0703 -0.1589  0.00
H6 1.7815 1.2920 0.2712  0.05

Output
Spin multiplicity: 3
Orbital gap (spin up / spin down), eV: 6.4 / 7.3
HOMO energy (spin up / spin down), eV: -10.91 / -14.85
Total charge: +1
E_LUMO (spin up / spin down), eV: -4.5 / -7.5



Record 2
Molecular formula: C22H23NNiO12
Method: DFT, ωB97M-V/def2-TZVPD

Each line ends with the Löwdin spin population.
Element x y z (Å)
Ni1 0.4066 0.2544 -0.8976  1.75
C1 -0.9918 -1.7960 -2.5138  0.01
O1 -2.0067 -1.7824 -1.7652  0.01
O2 0.0425 -1.0898 -2.2905  0.09
O3 -1.0517 -2.5473 -3.5289  0.02
C2 -3.0813 1.2233 -4.2402  0.00
C3 -4.2555 1.5397 -3.5077  0.00
C4 -3.9811 2.2898 -2.1509  0.00
O4 -4.9908 2.6597 -1.5352  0.01
C5 -2.6352 2.4969 -1.6941  0.01
C6 -1.5555 2.0096 -2.4005  0.00
C7 -1.7667 1.4993 -3.8171  0.00
O5 -0.7915 1.2483 -4.5360  0.00
O6 -0.3950 1.9640 -1.8111  0.03
O7 -5.3743 1.0376 -3.6894  0.00
H1 -3.2036 0.9799 -5.2919  0.00
H2 -2.5381 2.8401 -0.6713  0.00
C8 3.1636 0.6617 -2.5699  0.00
C9 3.9819 0.0964 -3.6313  0.00
C10 4.7690 -1.2270 -3.2793  0.00
O8 4.8631 -2.0605 -4.1888  0.00
C11 4.9567 -1.4943 -1.8935  0.00
C12 4.1778 -0.8956 -0.9075  0.00
C13 3.2216 0.2277 -1.2671  0.00
O9 2.3744 0.6933 -0.3743  0.03
O10 4.2663 -1.2787 0.2908  0.00
O11 3.9092 0.4204 -4.8055  0.00
H3 2.5808 1.5404 -2.8234  0.00
H4 5.6842 -2.2412 -1.5969  0.00
C14 -2.1393 0.7163 3.0414  0.00
C15 -0.7228 0.9515 2.5180  0.00
C16 0.3042 0.8891 3.6509  0.00
C17 0.3810 -0.4950 4.2342  0.00
C18 0.9969 -1.3522 3.1601  0.00
C19 0.1683 -1.3951 1.8457  0.00
N1 -0.2840 -0.0199 1.4780  0.00
O12 -1.2969 -0.1008 0.4718  0.02
C20 1.0839 -2.0343 0.8144  0.01
C21 -1.0065 -2.3550 2.1823  0.00
C22 -0.6495 2.3551 1.9213  0.00
H5 -2.3560 1.3746 3.8853  0.00
H6 -2.4134 -0.3029 3.3047  0.00
H7 -2.8487 1.0704 2.2822  0.00
H8 1.2605 1.3098 3.3250  0.00
H9 0.0511 1.6259 4.4285  0.00
H10 -0.6050 -0.8087 4.5915  0.00
H11 0.9832 -0.5149 5.1495  0.00
H12 1.2748 -2.3698 3.4447  0.00
H13 1.9513 -0.8941 2.8702  0.00
H14 1.9521 -1.3820 0.6811  0.00
H15 1.4277 -3.0178 1.1491  0.00
H16 0.6594 -2.3304 -0.1524  0.00
H17 -1.8860 -2.2140 1.5473  0.00
H18 -0.7081 -3.3977 2.0927  0.00
H19 -1.3687 -2.1777 3.1959  0.00
H20 0.3691 2.6159 1.6353  0.00
H21 -0.9918 3.0585 2.6876  0.00
H22 -1.3145 2.4659 1.0650  0.00
H23 -2.0512 -0.5405 0.8869  0.00

Output
Spin multiplicity: 3
Orbital gap (spin up / spin down), eV: 2.5 / 2.4
HOMO energy (spin up / spin down), eV: 4.76 / 4.84
Total charge: -4
E_LUMO (spin up / spin down), eV: 7.3 / 7.3



Record 3
Molecular formula: C29H24N4O9PtS
Method: DFT, ωB97M-V/def2-TZVPD

Each line ends with the Löwdin spin population.
Element x y z (Å)
Pt1 -0.1280 0.7231 1.1324  0.71
C1 2.2210 3.1321 -3.8010  -0.01
C2 2.4257 2.6826 -2.3747  0.04
C3 2.7447 3.6387 -1.3808  0.31
C4 2.9221 3.2446 -0.0439  0.01
C5 2.7956 1.9422 0.3193  0.23
C6 2.4387 0.8534 -0.6357  0.15
C7 2.3056 1.3721 -2.0369  0.25
S1 2.7825 1.4601 2.0144  0.01
O1 3.4956 2.4474 2.7976  0.00
O2 3.2694 0.1012 2.0311  0.02
N1 1.2272 1.5176 2.3838  0.05
C8 0.7358 2.6450 3.1643  0.00
C9 -0.7936 2.7608 3.1096  0.00
O3 -1.3324 3.6198 3.7986  0.00
O4 -1.4047 1.9454 2.3278  0.01
H1 2.1323 4.2176 -3.8596  0.00
H2 1.3125 2.6975 -4.2217  0.00
H3 3.0570 2.8310 -4.4371  0.00
H4 2.8313 4.6836 -1.6514  0.02
H5 3.1567 3.9779 0.7184  -0.01
H6 3.2643 0.1170 -0.6146  0.05
H7 2.0540 0.6393 -2.7971  0.01
H8 1.1514 3.6007 2.8287  0.00
H9 1.0145 2.5268 4.2140  0.00
O5 -0.1008 2.6121 -0.3980  0.09
C10 -0.8545 2.6446 -1.3456  0.01
C11 -1.7775 1.6220 -1.8469  0.00
C12 -2.3347 1.8919 -3.0956  0.00
C13 -3.1882 1.0024 -3.7210  0.00
C14 -3.5357 -0.2048 -3.0824  0.00
C15 -3.0221 -0.4846 -1.8550  0.00
C16 -2.1090 0.3975 -1.1786  0.00
O6 -1.6689 0.0400 -0.0571  0.02
N2 -3.7123 1.3059 -5.0142  0.00
O7 -4.4398 0.4822 -5.5604  0.00
O8 -3.4220 2.3776 -5.5379  0.00
H10 -0.8767 3.5612 -1.9766  0.01
H11 -2.0906 2.8205 -3.5942  0.00
H12 -4.2070 -0.8903 -3.5791  0.00
H13 -3.2624 -1.4032 -1.3366  0.00
N3 -1.4987 -5.5851 4.5392  0.03
C17 -1.9022 -4.2870 4.9297  0.13
O9 -2.5956 -4.1780 5.9554  0.14
C18 -1.4559 -3.1943 4.1171  0.19
C19 -0.6410 -3.3216 2.9522  0.09
C20 -0.2844 -2.2178 2.2287  0.05
N4 -0.6562 -0.9589 2.5501  0.37
C21 -1.4330 -0.8102 3.6556  0.07
C22 -1.8320 -1.8580 4.4336  0.09
H14 -2.1061 -6.2742 4.9566  0.00
H15 -1.3676 -5.7210 3.5487  0.00
H16 -0.2671 -4.2800 2.6125  0.01
H17 0.3228 -2.3172 1.3443  0.00
H18 -1.7362 0.2042 3.8796  0.00
H19 -2.4531 -1.6780 5.3004  0.01
C23 1.1988 0.0479 -0.2359  0.66
C24 1.1864 -1.2969 -0.8401  0.09
C25 0.4414 -1.6066 -1.9812  0.02
C26 0.4748 -2.8776 -2.5390  0.00
C27 1.2685 -3.8670 -1.9779  0.00
C28 2.0340 -3.5711 -0.8571  0.00
C29 1.9978 -2.3046 -0.2985  0.03
H20 -0.1808 -0.8414 -2.4285  0.00
H21 -0.1308 -3.0937 -3.4117  0.00
H22 1.2899 -4.8612 -2.4084  0.00
H23 2.6599 -4.3353 -0.4110  0.00
H24 2.5895 -2.0681 0.5793  0.00

Output
Spin multiplicity: 5
Orbital gap (spin up / spin down), eV: 3.6 / 7.0
HOMO energy (spin up / spin down), eV: 0.05 / -3.36
Total charge: -2
E_LUMO (spin up / spin down), eV: 3.7 / 3.7



Record 4
Molecular formula: C4H11NO10PS2
Method: DFT, ωB97M-V/def2-TZVPD

Each line ends with the natural charge from an NBO analysis.
Element x y z (Å)
O1 -2.9979 -2.3993 -0.1736  -1.11
P1 -2.5386 -2.4426 -1.5281  2.06
O2 -2.3457 -0.9911 -2.1176  -1.01
O3 -3.5976 -3.2305 -2.4003  -0.97
S1 -0.6112 -3.4221 -1.7882  2.04
O4 -0.7581 -4.0068 -3.0871  -1.01
O5 -0.5240 -4.3609 -0.7341  -0.95
N1 0.5473 -2.3613 -1.9053  -1.23
S2 0.8884 -1.5568 -0.5593  2.29
O6 -0.2626 -1.1442 0.1867  -0.98
O7 1.9098 -2.1444 0.2277  -0.97
C1 1.6797 -0.1222 -1.3323  -0.32
O8 2.0221 0.8839 -0.4277  -0.52
C2 0.9662 1.6764 0.0395  0.25
O9 0.8564 1.4834 1.4142  -0.51
C3 0.0873 2.4605 2.0677  -0.08
C4 0.9182 3.2258 3.1297  -0.08
O10 2.0658 2.4765 3.4539  -0.69
H1 -2.6996 -0.3790 -1.4504  0.52
H2 -3.4586 -3.0127 -3.3394  0.50
H3 2.5965 -0.5110 -1.7359  0.22
H4 1.0805 0.2469 -2.1570  0.18
H5 0.0534 1.3594 -0.4640  0.15
H6 1.1721 2.7250 -0.1736  0.12
H7 -0.6899 1.9249 2.5948  0.18
H8 -0.3564 3.1601 1.3716  0.16
H9 0.2853 3.3456 4.0008  0.15
H10 1.2085 4.1812 2.6992  0.14
H11 2.5025 2.9354 4.1882  0.46

Output
Spin multiplicity: 1
Orbital gap, eV: 8.6
HOMO energy, eV: -5.94
Total charge: -1
E_LUMO, eV: 2.6



Question: What is the total charge in the third record?
Answer: -2



Repeat the second record exactly.
Molecular formula: C22H23NNiO12
Method: DFT, ωB97M-V/def2-TZVPD

Each line ends with the Löwdin spin population.
Element x y z (Å)
Ni1 0.4066 0.2544 -0.8976  1.75
C1 -0.9918 -1.7960 -2.5138  0.01
O1 -2.0067 -1.7824 -1.7652  0.01
O2 0.0425 -1.0898 -2.2905  0.09
O3 -1.0517 -2.5473 -3.5289  0.02
C2 -3.0813 1.2233 -4.2402  0.00
C3 -4.2555 1.5397 -3.5077  0.00
C4 -3.9811 2.2898 -2.1509  0.00
O4 -4.9908 2.6597 -1.5352  0.01
C5 -2.6352 2.4969 -1.6941  0.01
C6 -1.5555 2.0096 -2.4005  0.00
C7 -1.7667 1.4993 -3.8171  0.00
O5 -0.7915 1.2483 -4.5360  0.00
O6 -0.3950 1.9640 -1.8111  0.03
O7 -5.3743 1.0376 -3.6894  0.00
H1 -3.2036 0.9799 -5.2919  0.00
H2 -2.5381 2.8401 -0.6713  0.00
C8 3.1636 0.6617 -2.5699  0.00
C9 3.9819 0.0964 -3.6313  0.00
C10 4.7690 -1.2270 -3.2793  0.00
O8 4.8631 -2.0605 -4.1888  0.00
C11 4.9567 -1.4943 -1.8935  0.00
C12 4.1778 -0.8956 -0.9075  0.00
C13 3.2216 0.2277 -1.2671  0.00
O9 2.3744 0.6933 -0.3743  0.03
O10 4.2663 -1.2787 0.2908  0.00
O11 3.9092 0.4204 -4.8055  0.00
H3 2.5808 1.5404 -2.8234  0.00
H4 5.6842 -2.2412 -1.5969  0.00
C14 -2.1393 0.7163 3.0414  0.00
C15 -0.7228 0.9515 2.5180  0.00
C16 0.3042 0.8891 3.6509  0.00
C17 0.3810 -0.4950 4.2342  0.00
C18 0.9969 -1.3522 3.1601  0.00
C19 0.1683 -1.3951 1.8457  0.00
N1 -0.2840 -0.0199 1.4780  0.00
O12 -1.2969 -0.1008 0.4718  0.02
C20 1.0839 -2.0343 0.8144  0.01
C21 -1.0065 -2.3550 2.1823  0.00
C22 -0.6495 2.3551 1.9213  0.00
H5 -2.3560 1.3746 3.8853  0.00
H6 -2.4134 -0.3029 3.3047  0.00
H7 -2.8487 1.0704 2.2822  0.00
H8 1.2605 1.3098 3.3250  0.00
H9 0.0511 1.6259 4.4285  0.00
H10 -0.6050 -0.8087 4.5915  0.00
H11 0.9832 -0.5149 5.1495  0.00
H12 1.2748 -2.3698 3.4447  0.00
H13 1.9513 -0.8941 2.8702  0.00
H14 1.9521 -1.3820 0.6811  0.00
H15 1.4277 -3.0178 1.1491  0.00
H16 0.6594 -2.3304 -0.1524  0.00
H17 -1.8860 -2.2140 1.5473  0.00
H18 -0.7081 -3.3977 2.0927  0.00
H19 -1.3687 -2.1777 3.1959  0.00
H20 0.3691 2.6159 1.6353  0.00
H21 -0.9918 3.0585 2.6876  0.00
H22 -1.3145 2.4659 1.0650  0.00
H23 -2.0512 -0.5405 0.8869  0.00

Output
Spin multiplicity: 3
Orbital gap (spin up / spin down), eV: 2.5 / 2.4
HOMO energy (spin up / spin down), eV: 4.76 / 4.84
Total charge: -4
E_LUMO (spin up / spin down), eV: 7.3 / 7.3